This record from the OMol25 dataset describes an isolated molecule of C5H5IN4. The level of theory is ωB97M-V/def2-TZVPD.

The LUMO energy (spin up / spin down) comes out at -1.13 / -0.37 eV. The value obtained for the total energy is -710.042171 Ha. The calculation puts the relative energy (zero: lowest compared OMol25 entry of this formula, charge and spin) at 12.28 kcal/mol.

XYZ file:
```
15
Properties=species:S:1:pos:R:3:forces:R:3:lowdin_charge:R:1
C 1.8672 1.1323 0.6348 0.14 0.21 -0.16 -0.067
C 1.3114 -0.1362 0.7157 -0.46 -0.35 -0.12 -0.005
C 1.2696 2.1275 -0.1237 0.36 -0.04 0.28 -0.128
C 0.1045 -0.4189 0.0515 0.57 0.37 0.13 -0.293
C -0.3378 0.6902 -0.6322 -1.38 -0.53 -0.51 -0.008
N 0.1278 1.8441 -0.7591 -0.69 -0.32 -0.28 0.120
N -0.6247 -1.5599 0.0861 -0.81 -0.34 0.17 0.028
N -1.6336 -1.6370 -0.9856 1.35 -1.31 0.41 -0.246
N -2.3945 -0.5953 -1.1460 0.83 1.85 -0.54 -0.439
I -3.6340 -0.0218 0.5125 -0.17 0.02 0.54 0.446
H 2.7889 1.3370 1.1565 0.07 0.04 0.04 0.106
H 1.7873 -0.9121 1.2981 0.08 -0.02 0.10 0.113
H 1.6643 3.1257 -0.2356 0.08 0.00 0.07 0.107
H -0.1826 -2.4402 0.3024 0.05 0.08 -0.19 0.140
H -2.1137 -2.5352 -0.8755 -0.01 0.35 0.07 0.125
```
Positions in Å, forces in eV/Å.